C49H44CeIN11O3S | ωB97M-V/def2-TZVPD

Structure (XYZ):
```
110
Properties=species:S:1:pos:R:3
H 1.2147 0.7274 -5.4715
C 0.2507 3.0841 -3.3040
N -0.0927 1.7369 2.1502
Ce 0.7988 -0.5019 -0.0838
C -0.8403 0.9785 -4.9669
N -1.3071 -0.8483 -1.7226
H 1.2708 0.1538 2.9867
C -4.3422 -6.0365 -0.7599
C 0.0273 1.1947 6.4104
H -2.2167 -0.9723 7.6875
H 4.0184 1.7435 2.2495
C -1.7287 -1.3422 2.5272
N 1.9413 -0.4500 2.5140
H -2.9094 -3.2422 -3.3891
C -3.3605 -5.0908 -0.5209
C 2.1081 5.3094 3.0752
H 2.7375 0.1154 2.2523
H -0.2016 -3.6573 -0.6949
H 0.4281 -2.0450 4.0949
C 0.6132 3.8595 -2.2488
C -1.6419 2.1474 0.5036
H 3.2345 -2.0166 2.9039
C 1.2600 -2.5258 3.5746
H 3.2043 -2.8068 -2.7126
H -0.5263 0.6708 8.4190
O 4.4226 0.2654 -1.8139
H 5.6305 2.9187 -1.8124
C -0.3344 2.4567 1.0238
C -1.2459 1.4247 -7.6904
H -4.8587 -2.4047 -1.8872
H 0.7496 1.9404 6.7125
C -5.5176 -5.6844 -1.4024
H 0.7549 3.6638 2.9345
H 4.6443 -2.7416 -1.6664
C -2.3703 -2.3635 -3.0905
H -3.1234 0.7261 1.2664
H -1.8458 -1.3763 -4.9636
C 0.2282 0.9422 -5.8542
C 2.3935 -1.5179 3.3960
N 4.6176 2.9851 -1.8726
H 2.2611 5.1883 -0.7576
C -0.6479 0.7418 -3.5146
C -0.0755 1.7845 -2.7706
C -1.1012 -0.0048 4.6302
O 2.0883 -0.3961 -2.1262
C -1.1949 -0.4526 -3.0226
C -2.2532 -2.4538 0.7182
H -6.5971 -4.0936 -2.3455
C -2.8021 -3.1820 1.8402
C -1.8289 -0.6899 5.6117
C -5.6917 -4.3754 -1.8239
H -6.2851 -6.4263 -1.5856
H 0.0123 -3.5119 2.2749
C -2.3182 1.4643 -6.8132
N 4.0870 2.5041 -0.7219
N 2.8943 2.0157 -0.6647
C 2.9144 6.1807 1.0060
N -1.5517 -1.3891 1.1709
C -2.5375 -2.7147 -0.6306
S 3.3842 -0.7193 -1.5361
C 1.3626 4.3722 2.3952
H -3.3735 -4.0898 1.7961
H 2.7242 -1.1508 4.3834
H 3.4509 6.9788 2.9255
H 0.3114 1.5718 4.3296
I 2.2735 -4.5069 -0.5023
C -0.1960 0.9728 5.0696
C 0.4819 3.0461 -1.0730
H 4.6160 -1.8420 -3.2049
N 0.0986 1.7856 -1.4282
H 0.8486 4.9061 -2.2717
N 2.7102 1.6249 0.5611
H 1.5833 -3.4387 1.8041
C 2.8825 6.2323 2.3889
C -1.6220 -0.4455 6.9544
H -4.1879 -7.0561 -0.4368
H -3.3124 1.6710 -7.1877
C 0.0233 1.1530 -7.2073
N 0.8324 -2.9172 2.2483
H 0.1860 3.3713 -4.3389
O 3.2329 -1.0120 -0.1098
H 4.2686 2.3944 -2.6285
C -1.3096 -0.1859 3.2061
H -2.6856 -2.7842 3.9702
H 0.7255 -2.9838 -2.0189
C 4.0263 -2.1968 -2.3704
H -1.4004 1.5973 -8.7473
H 3.5085 6.9017 0.4624
C -2.1170 1.2350 -5.4646
H 1.6087 -3.3697 4.1989
H -2.6034 -1.3807 5.3272
C -0.6785 0.4801 7.3670
C -2.1435 1.1618 1.2893
C -2.0612 -1.9804 -1.7334
C 0.6784 -3.0334 -0.9147
H -2.1339 2.6822 -0.2867
C -1.8348 -1.4150 -3.8905
H -2.4303 -5.3787 -0.0547
C 2.1921 5.2255 0.3171
H -2.9542 1.2478 -4.7828
C 1.3735 4.3075 0.9921
C -2.4434 -2.5113 2.9618
C -4.7190 -3.4273 -1.5693
C -1.1419 0.9000 2.2885
C -3.5366 -3.7667 -0.9107
C 0.5437 3.3322 0.3201
H 2.0754 5.3366 4.1551
N 4.7323 2.4773 0.4111
H 0.8574 1.1016 -7.8939
C 3.8378 1.9138 1.2087
```

Values from the calculation:
HOMO energy (spin up / spin down): -3.67 / -3.68 eV
⟨S²⟩: 0.790
DFT total energy: -3892.7633 Ha
Multiplicity: 2
Gap between HOMO and LUMO (spin up / spin down): 0.1864 / 0.1862 hartree
ΔE to the lowest compared entry with this formula, charge and spin: 3.353 eV
LUMO level (spin up / spin down): 1.40 / 1.39 eV
Net charge: -1

C49H44Cl4F4O8 | ωB97M-V/def2-TZVPD

Structure (XYZ):
```
109
Properties=species:S:1:pos:R:3
H -2.8759 -2.9911 -2.0430
H 6.1380 -2.9835 0.5839
C -2.4209 1.1574 6.0047
H 3.6893 1.6932 -3.8059
H 0.1539 8.0208 1.1912
H 4.3728 -4.5543 -0.0153
H -5.8820 -4.5254 4.5712
C -4.0821 -3.5532 5.3309
C 4.2020 1.8859 -1.9137
C -0.1551 7.2611 0.4885
C -3.3208 3.3840 5.4916
C -1.2465 1.1927 0.4193
C 1.2503 -4.0199 1.9959
C -0.9408 -4.1823 0.9089
O 5.7201 -0.5454 1.2367
H -0.3187 -2.4542 2.0219
C -3.4322 2.1063 6.1005
C 3.6449 -0.7954 0.1201
C 4.2146 -3.4933 -0.1402
H -2.4204 0.2801 6.6345
H 1.5879 -2.6565 -3.0714
C -1.8981 -3.5143 -5.2966
H -2.2386 -3.9689 -6.2152
C -2.7367 -3.2897 -4.1515
F 0.5294 8.6669 -1.2371
H 0.2021 -3.2961 -5.9270
H 0.1623 2.0730 -2.6798
H -2.4743 -1.0782 3.7332
C -0.8240 6.1462 0.9556
C -4.9346 -3.3057 3.1381
C -2.2095 3.6488 4.6882
H -0.8887 4.4658 -6.1864
C -0.9007 -2.6309 -2.7605
O 3.8877 3.5626 1.8650
C -0.8304 6.6634 -1.7915
O -1.4763 -6.2383 -0.3387
H -4.2159 1.9378 6.8243
H -0.5194 0.0576 -3.7920
H 2.2327 2.8128 -2.2063
H -1.2551 -6.0507 -1.2538
Cl -2.5370 0.9994 1.5943
Cl -0.3388 -0.3366 0.1340
H -2.2141 -2.5589 5.6822
C 2.7661 -1.6182 -0.5452
H -1.7517 4.7665 -1.9894
H 3.4261 0.2494 0.2841
C 4.8240 -1.3180 0.5609
H -1.1475 0.0834 -6.1908
C -0.1057 -2.7438 -3.9344
H -0.4720 2.7959 3.7896
H -5.6599 -3.2555 2.3396
H -4.2834 -4.0065 6.2903
H -1.8996 -3.8281 0.5602
H -1.2225 2.4103 -7.4285
C -5.0278 -3.8836 4.4137
C -3.0188 -2.6894 4.9738
C -1.2619 2.6407 4.5096
C -0.7886 3.4911 -5.7320
C 5.3523 1.8528 -1.0700
H 2.9232 -3.5603 3.1540
C -0.3899 3.3645 -4.3677
C -2.2596 -2.9017 -2.9254
H -0.4195 -2.4201 -1.8169
Cl -0.1297 2.4133 0.9431
H 0.9999 -6.9611 0.3598
C -0.5351 -3.2243 -5.1410
O 2.1429 -3.2747 2.6732
C 5.1134 -2.6788 0.4297
C -3.1291 -1.9298 3.8450
C -1.0108 1.0097 -5.6526
H 1.8823 -1.1079 -0.8988
O 4.2443 1.2983 -3.1294
F -0.0787 4.4822 -3.7763
O 1.2186 -2.4015 -3.9200
O -4.0341 -3.5685 -4.2392
H -0.8385 5.9539 2.0183
C 5.2330 2.4579 0.1548
C -1.2919 5.4488 -1.2898
C -0.5571 0.9916 -4.3331
H 4.7456 3.3381 2.2327
H 6.1368 2.5282 0.7418
C -0.2752 2.1597 -3.6634
C -0.1493 7.5398 -0.8861
C 3.0934 -2.8969 -0.6573
F -4.0172 -1.6578 1.7426
C 1.6358 -5.2339 1.4108
C -0.5982 -5.4717 0.4381
H 2.2831 3.8157 0.1058
H -4.4692 -3.5660 -3.3834
C 3.0377 3.1691 -0.3173
C -0.0624 -3.4514 1.6958
C 4.0697 3.1064 0.5947
H 5.5437 0.3213 0.8635
C -1.3443 1.4069 5.0943
H 2.5325 -4.5265 -1.4346
H -0.4552 0.7973 5.0289
O 2.1862 -3.6561 -1.2248
H 2.6079 -5.6773 1.5683
C 3.0886 2.6355 -1.5719
H -0.8554 6.9063 -2.8436
H -1.9072 4.3450 0.3841
C 0.7177 -5.9680 0.6769
F -4.4375 4.1959 5.4347
C -1.0243 2.2566 -6.3781
C -4.0097 -2.3299 2.8704
Cl -1.9092 1.5974 -1.1541
C -1.4029 5.2427 0.0585
H -2.2104 4.4864 4.0064
H 6.2357 1.2557 -1.2417
```

Values from the calculation:
HOMO energy: -7.92 eV
DFT total energy: -4735.5780 Ha
Multiplicity: 1
Gap between HOMO and LUMO: 0.3001 hartree
ΔE to the lowest compared entry with this formula, charge and spin: 0.000 eV
Structure (SMILES): ClC(Cl)(Cl)Cl.Oc1ccc(O)cc1.Oc1ccc(O)cc1.Oc1ccc(O)cc1.Oc1ccc(O)cc1.Fc1ccccc1.Fc1ccccc1.Fc1ccccc1.Fc1ccccc1
LUMO level: 0.25 eV

C49H44ClIN5O3Sn | ωB97M-V/def2-TZVPD

Structure (XYZ):
```
104
Properties=species:S:1:pos:R:3
C -5.6045 1.1671 0.9791
C -2.4953 3.1553 -1.6491
H 0.9961 1.3698 -2.5235
H -0.8297 5.3740 0.2477
C -4.2130 -3.2030 1.5267
C 0.9283 -4.5944 -0.9283
C -2.2659 3.8298 -3.9434
C -5.2593 -0.0737 -1.0356
C -4.0337 0.5443 -1.1970
O -0.8938 0.1251 2.3924
C -6.0559 0.2439 0.0519
N 0.8797 -2.5030 0.3265
H 3.0331 4.0825 -5.1280
H -3.2842 -1.5765 5.7600
H 3.0034 -4.8926 2.9406
H 2.1403 -2.9118 4.3916
C 4.1647 3.3504 -3.4600
H 5.0496 2.4357 -1.7420
I -0.9633 0.5144 5.4399
H -1.5895 2.0709 1.5140
C -2.0606 -0.7727 4.2016
H -2.4578 -2.2599 -1.2024
H -1.5215 1.9883 -3.1496
H 1.8765 -6.1790 2.4835
C 1.8879 2.7492 -3.9090
N -2.1504 -1.5704 0.6807
C 1.0867 -3.0799 -0.9761
H 1.1953 -5.1304 4.6537
C -4.3748 1.7853 0.8202
C 1.8665 -5.1360 0.1430
H 5.0526 3.9090 -3.7168
H -3.0914 5.7377 -4.4556
H 0.3866 -2.6923 4.4729
C 1.1956 -3.1189 3.8753
C 4.1584 2.5324 -2.3459
H 1.6753 -6.1987 0.3099
C -2.5027 -1.5709 1.9676
C 3.0294 3.4556 -4.2491
C -3.7920 -2.4010 3.8620
H 3.3467 4.4896 0.0520
C -3.0634 -1.5880 4.7050
N 1.2088 -2.4895 2.5741
H -7.0240 -0.2202 0.1718
H -6.2161 1.4079 1.8364
C 2.0075 2.8460 0.4011
H 4.1739 -0.1733 -3.0102
H -4.4092 -3.6867 -0.5474
H -3.4093 0.3050 -2.0448
H -3.6281 4.5082 -0.4117
C 1.0068 -4.6193 3.7129
C -2.0458 2.9061 -2.9371
H -1.9097 3.6181 -4.9411
N 1.6577 -4.4366 1.3924
H 5.9493 -2.2285 1.0973
H -3.9436 6.1580 -2.1743
C -2.9329 5.0109 -3.6730
N 0.7479 2.4458 0.5826
H 5.7753 -2.0230 -3.1626
C 4.6745 -0.7250 0.2885
H 4.3581 -0.3845 1.2606
H -0.1030 -4.8431 -0.6721
C -3.5774 1.4793 -0.2742
H -4.0539 2.4900 1.5706
O -1.3280 1.2218 -1.0387
C -3.4085 5.2456 -2.3944
C -1.7614 -0.6896 2.8332
Sn 0.0273 -0.0875 0.1434
C 3.0191 1.8053 -2.0131
C -2.2072 2.1100 -0.5281
H 6.6267 -3.1023 -1.1101
Cl -5.0556 -3.3747 4.5163
C -0.0081 4.6767 0.2719
C -3.2088 4.3145 -1.3869
H 0.9939 2.8375 -4.5082
H -5.6004 -0.7973 -1.7614
H -2.2846 3.6436 1.0244
C -3.8735 -3.1246 0.1994
C 1.2501 -3.1476 1.3953
H -0.0156 -4.8320 3.3970
C -2.7973 -2.3148 -0.1774
H 1.1682 -5.0364 -1.8946
C 1.2948 5.1097 0.1082
O 2.0736 -0.0483 -0.7291
C 1.8820 1.9270 -2.7958
C 3.0433 0.9092 -0.7931
H 4.0564 2.2730 0.5654
H 2.9093 -5.0243 -0.1804
C 5.5708 -1.7724 0.1957
C 2.3191 4.1808 0.1668
H 0.8993 -1.5331 2.5128
H -5.0002 -3.8618 1.8593
C -0.2475 3.3274 0.5075
C 5.9657 -2.2516 -1.0438
C 4.5744 -0.6098 -2.1092
H 0.3519 -2.6320 -1.6513
C -3.5236 -2.4175 2.4709
H 2.0808 -2.8031 -1.3418
C 3.0795 1.8020 0.4754
C -1.6376 2.8235 0.7242
C 4.1812 -0.1207 -0.8645
C 5.4734 -1.6559 -2.1943
H 2.8817 1.1693 1.3418
H 1.5064 6.1556 -0.0544
C 1.9712 -5.1024 2.6381
```

Values from the calculation:
HOMO energy: -10.09 eV
DFT total energy: -3365.1353 Ha
Multiplicity: 1
Gap between HOMO and LUMO: 0.1731 hartree
ΔE to the lowest compared entry with this formula, charge and spin: 3.266 eV
LUMO level: -5.38 eV
Net charge: +1

Values of strongest force on any atom, in order: 0.0707, 0.0760, 0.0937, all in hartree/bohr.